Arrangement 1

# C9H13NO2

2 unconnected molecules or ions with the total composition C9H13NO2 (wB97M-V/def2-TZVPD, the Open Molecules 2025 dataset).

Properties
SMILES: Cc1ccc(O)cc1.CC(N)=O
LUMO energy: 0.58 eV
Gap between HOMO and LUMO: 8.950 eV

```
! RIJCOSX wB97M-V def2-TZVPD def2/J DEFGRID3
* xyz 0 1
H -0.40 -2.69 1.24
H -0.41 2.28 -2.91
C 1.24 -0.44 3.03
H -1.07 -0.89 -4.34
N -1.22 2.38 -3.50
H -0.26 -0.01 -5.50
C 1.11 0.71 2.18
O -2.72 1.23 -4.61
H 2.07 0.56 4.73
H 1.18 -0.83 5.18
C -0.14 -1.69 1.48
H 1.56 1.62 2.39
C 0.28 0.63 1.08
C 1.82 -0.48 4.35
H -1.92 2.89 -3.07
H -1.72 -1.46 -0.39
C -1.54 1.26 -4.33
O -1.19 -0.61 -0.35
H 0.32 1.34 0.37
H 2.72 -1.15 4.46
C -0.35 -0.53 0.71
C -0.57 0.09 -4.45
C 0.54 -1.62 2.68
H 0.51 -2.55 3.30
H 0.18 -0.03 -3.74
*
```

Arrangement 2

# C9H13NO2

2 unconnected molecules or ions with the total composition C9H13NO2 (wB97M-V/def2-TZVPD, the Open Molecules 2025 dataset).

Properties
SMILES: Cc1ccc(O)cc1.CC(N)=O
LUMO energy: 0.67 eV
Gap between HOMO and LUMO: 8.817 eV

```
! RIJCOSX wB97M-V def2-TZVPD def2/J DEFGRID3
* xyz 0 1
C 1.03 -0.69 1.28
H 0.14 -2.45 0.41
H 1.23 -0.52 -3.14
C 0.82 0.61 1.91
C -1.46 0.17 1.89
H 0.12 2.38 -2.64
H 2.15 -1.36 -0.27
H -0.03 -1.66 -3.21
H -0.83 2.16 -1.45
C 2.29 -0.82 0.65
O -2.70 0.72 2.13
O -1.94 -0.22 -2.52
C -0.09 1.42 -1.99
H -0.58 2.18 2.50
H -3.42 0.38 1.32
C -0.74 0.23 -2.47
H -2.29 -1.65 1.29
C -1.41 -1.10 1.48
H 2.88 -1.43 1.29
H 2.79 0.33 0.61
C -0.11 -1.52 1.00
N 0.24 -0.71 -3.14
H 1.72 1.20 2.16
H 0.58 1.16 -1.21
C -0.40 1.18 2.12
*
```

Arrangement 3

# C9H13NO2

2 unconnected molecules or ions with the total composition C9H13NO2 (wB97M-V/def2-TZVPD, the Open Molecules 2025 dataset).

Properties
SMILES: Cc1ccc(O)cc1.CC(N)=O
LUMO energy: 0.68 eV
Gap between HOMO and LUMO: 9.044 eV

```
! RIJCOSX wB97M-V def2-TZVPD def2/J DEFGRID3
* xyz 0 1
H 5.06 0.00 -0.22
H 4.63 -0.36 1.54
C 2.65 -1.86 0.65
H -2.47 0.84 -1.18
H -4.25 1.04 1.70
C 0.48 -1.58 -0.46
C 1.43 -2.37 0.27
C -3.36 2.08 0.27
C -2.64 1.90 -1.05
H 4.29 1.19 0.63
C 2.04 0.24 -0.34
H -4.02 0.13 0.21
H -3.17 2.52 -1.79
O -0.51 -2.16 -1.20
H -0.50 -3.10 -0.98
H -1.65 2.34 -0.89
N -3.75 0.86 0.84
C 3.02 -0.52 0.20
H -0.08 0.42 -0.81
O -3.39 3.10 0.92
H 1.17 -3.38 0.56
H 2.26 1.26 -0.66
C 0.75 -0.26 -0.64
H 3.29 -2.46 1.29
C 4.33 0.10 0.59
*
```

It is arrangement 2 that is the least stable of them.

Arrangement 1

# C9H13NO2

2 unconnected molecules or ions with the total composition C9H13NO2 (wB97M-V/def2-TZVPD, the Open Molecules 2025 dataset).

Properties
SMILES: Cc1ccc(O)cc1.CC(N)=O
LUMO energy: 0.60 eV
Gap between HOMO and LUMO: 9.086 eV

```
! RIJCOSX wB97M-V def2-TZVPD def2/J DEFGRID3
* xyz 0 1
H 3.04 0.26 -0.85
C 1.15 2.08 -1.04
H -1.68 -0.45 -2.46
N -2.47 -1.10 0.07
H -1.68 -1.67 -0.17
C 0.26 0.80 0.98
C -2.62 0.15 -0.52
C 1.14 0.88 -0.05
C -1.72 0.31 -1.71
C 2.15 -1.22 0.53
H -0.67 0.33 -1.25
O -3.47 0.96 -0.26
O 1.01 -2.44 2.37
C 0.19 -0.34 1.78
H -1.75 1.31 -2.08
H -3.05 -1.44 0.82
H 1.13 1.86 -2.15
C 1.17 -1.33 1.57
H 2.05 2.61 -0.80
H 0.23 2.63 -0.92
H -0.64 -0.59 2.42
H 2.79 -2.07 0.36
H -0.54 1.52 1.11
H 1.75 -3.06 2.35
C 2.22 0.01 -0.09
*
```

Arrangement 2

# C9H13NO2

2 unconnected molecules or ions with the total composition C9H13NO2 (wB97M-V/def2-TZVPD, the Open Molecules 2025 dataset).

Properties
SMILES: Cc1ccc(O)cc1.CC(N)=O
LUMO energy: 0.59 eV
Gap between HOMO and LUMO: 9.155 eV

```
! RIJCOSX wB97M-V def2-TZVPD def2/J DEFGRID3
* xyz 0 1
H 1.36 3.90 -0.14
H -0.30 4.48 -0.59
H 1.14 4.62 -1.52
O -1.30 -3.61 1.82
C 0.50 -3.64 3.41
C -0.62 -3.02 2.63
H -1.16 3.09 -3.04
C 0.56 3.90 -0.90
H 0.72 -4.60 2.93
C -0.17 -0.10 -2.44
C 0.23 2.55 -1.47
H 1.36 -2.99 3.45
C -0.80 0.98 -2.98
C 0.70 1.41 -0.78
O -0.33 -1.35 -2.93
N -0.66 -1.64 2.76
H 0.84 -0.77 -0.64
H 1.19 1.52 0.18
H -0.14 -1.06 3.39
C -0.58 2.32 -2.55
H -1.28 0.96 -3.95
C 0.47 0.10 -1.16
H -0.57 -1.96 -2.25
H -1.44 -1.19 2.31
H 0.26 -3.89 4.44
*
```

It is arrangement 1 that is the least stable of them.

Arrangement 1

# C9H13NO2

2 unconnected molecules or ions with the total composition C9H13NO2 (wB97M-V/def2-TZVPD, the Open Molecules 2025 dataset).

Properties
SMILES: Cc1ccc(O)cc1.CC(N)=O
LUMO energy: 0.71 eV
Gap between HOMO and LUMO: 9.163 eV

```
! RIJCOSX wB97M-V def2-TZVPD def2/J DEFGRID3
* xyz 0 1
C -0.45 -0.31 0.83
C -1.21 0.00 1.95
H -1.19 1.28 4.47
C -1.43 0.21 4.44
C 0.52 1.56 -5.31
H 0.57 -0.71 -3.94
H 0.31 0.06 -2.35
O -0.29 2.20 -3.16
H -0.80 0.06 -0.12
C 0.13 1.30 -3.87
H -0.34 1.40 -5.97
C 0.67 -1.11 0.93
H -2.51 0.08 4.39
C 0.32 -1.22 3.31
O 1.54 -1.13 -0.13
C 1.03 -1.60 2.19
H 0.53 -1.66 4.28
H 0.71 2.64 -5.41
H 2.18 -1.86 -0.06
C -0.81 -0.42 3.21
H 1.40 1.05 -5.70
H -2.14 0.51 1.77
N 0.43 0.09 -3.35
H 1.81 -2.35 2.22
H -1.00 -0.09 5.39
*
```

Arrangement 2

# C9H13NO2

2 unconnected molecules or ions with the total composition C9H13NO2 (wB97M-V/def2-TZVPD, the Open Molecules 2025 dataset).

Properties
SMILES: Cc1ccc(O)cc1.CC(N)=O
LUMO energy: 0.70 eV
Gap between HOMO and LUMO: 9.793 eV

```
! RIJCOSX wB97M-V def2-TZVPD def2/J DEFGRID3
* xyz 0 1
H 0.05 1.34 2.69
C 1.75 -0.14 0.18
H 1.54 0.43 -1.92
H -1.05 3.30 1.95
H -2.77 -2.53 0.45
H -2.91 -1.68 -1.10
C -0.48 3.39 1.02
H -0.15 -1.40 -1.78
H 0.39 2.50 -1.35
H 0.31 -2.94 -2.32
O -1.33 -4.13 -0.75
N -0.30 -2.39 -1.75
H -1.81 -1.04 0.05
C 0.53 1.19 1.73
O 2.31 -1.39 -0.08
H 0.17 4.22 1.23
H 3.26 -1.42 -0.23
H 1.44 -0.71 2.23
C -1.22 -2.93 -0.91
C -2.22 -1.99 -0.30
C 0.27 2.12 0.72
C 0.71 1.85 -0.56
C 1.25 0.04 1.46
C 1.39 0.66 -0.88
H -1.12 3.66 0.20
*
```

It is arrangement 1 that is the least stable of them.

Arrangement 1

# C3H9O2PS

2 unconnected molecules or ions with the total composition C3H9O2PS (wB97M-V/def2-TZVPD, the Open Molecules 2025 dataset).

Properties
LUMO energy (alpha / beta): 0.03 / -1.20 eV
Gap between HOMO and LUMO (alpha / beta): 9.246 / 7.734 eV

```
! RIJCOSX wB97M-V def2-TZVPD def2/J DEFGRID3
* xyz 0 1
O 0.57 -0.97 -2.28
C -1.22 1.80 -1.45
H -1.05 -2.22 1.42
H -0.53 1.59 -2.31
H 1.10 1.78 0.23
H -2.31 1.72 -1.55
P -0.84 0.50 -0.22
H 1.64 0.05 -0.22
H 1.14 0.36 1.35
H -0.98 2.79 -0.98
O -1.84 0.39 0.89
S -0.69 -1.27 -1.56
H -1.02 -3.72 0.79
C 0.88 0.63 0.27
C -0.48 -2.93 1.02
H 0.66 -2.89 1.25
*
```

Arrangement 2

# C3H9O2PS

C3H9O2PS in the gas phase (wB97M-V/def2-TZVPD, the Open Molecules 2025 dataset).

Properties
LUMO energy: 0.06 eV
Gap between HOMO and LUMO: 8.775 eV

```
! RIJCOSX wB97M-V def2-TZVPD def2/J DEFGRID3
* xyz 0 1
O -0.83 -0.65 1.82
C -0.01 1.99 0.34
H -2.64 0.65 -0.19
H -2.19 -0.93 -0.94
C 1.53 -1.88 0.53
O 2.09 -0.26 -1.47
H -0.13 2.42 -0.64
H 2.19 -1.14 1.11
C -1.97 0.17 -0.87
H 0.92 2.19 0.65
P -0.44 0.21 0.13
S 1.00 -1.09 -1.01
H -1.67 0.72 -1.71
H -0.66 2.75 0.96
H 2.11 -2.69 0.21
H 0.70 -2.46 1.07
*
```

It is arrangement 2 that is the least stable of them.

Arrangement 1

# C2H5O2

2 unconnected molecules or ions with the total composition C2H5O2 (wB97M-V/def2-TZVPD, the Open Molecules 2025 dataset).

Properties
LUMO energy: -5.10 eV
Gap between HOMO and LUMO: 12.127 eV

```
! RIJCOSX wB97M-V def2-TZVPD def2/J DEFGRID3
* xyz 1 1
H -0.85 -0.98 -1.24
O 1.04 -0.66 0.17
H -1.15 -1.50 0.51
O -1.25 0.61 0.04
H 0.84 1.21 -0.33
C 1.45 0.44 -0.04
H -1.69 0.90 0.89
C -0.85 -0.57 -0.15
H 2.47 0.55 0.15
*
```

Arrangement 2

# C2H5O2

2 unconnected molecules or ions with the total composition C2H5O2 (wB97M-V/def2-TZVPD, the Open Molecules 2025 dataset).

Properties
LUMO energy: -6.29 eV
Gap between HOMO and LUMO: 8.760 eV

```
! RIJCOSX wB97M-V def2-TZVPD def2/J DEFGRID3
* xyz 1 1
O 1.71 0.03 -0.74
H 1.92 -0.21 1.22
H -1.44 -0.87 -0.64
C 1.27 0.06 0.40
O -1.36 0.68 0.64
H 0.18 0.40 0.44
H 2.66 -0.29 -0.86
C -1.97 -0.02 -0.09
H -2.95 0.22 -0.37
*
```

It is arrangement 2 that is the least stable of them.

Arrangement 1

# C3H13O5

4 unconnected molecules or ions with the total composition C3H13O5 (wB97M-V/def2-TZVPD, the Open Molecules 2025 dataset).

Properties
LUMO energy: 3.98 eV
Gap between HOMO and LUMO: 9.307 eV

```
! RIJCOSX wB97M-V def2-TZVPD def2/J DEFGRID3
* xyz -1 1
H -0.39 1.80 -0.88
O -1.98 -0.57 -0.68
H -2.63 2.10 -0.31
H 0.88 0.69 2.33
C 1.72 0.52 0.33
H 1.93 0.51 -1.83
C 0.75 0.09 1.44
H 2.59 -0.12 0.42
H 0.89 -1.85 1.29
O -0.53 -2.69 -0.28
O 1.11 -1.21 1.96
O 0.47 1.79 -1.36
H -0.30 0.10 1.15
H -1.05 -1.83 -0.31
H -2.77 -0.75 -0.12
H -0.54 -2.86 -1.24
O -1.82 1.74 0.11
H 0.32 -0.22 -1.17
H -1.83 0.69 -0.30
C 1.13 0.52 -1.10
H 2.04 1.54 0.55
*
```

Arrangement 2

# C3H13O5

A molecular structure, C3H13O5 (wB97M-V/def2-TZVPD, the Open Molecules 2025 dataset).

Properties
LUMO energy: 3.93 eV
Gap between HOMO and LUMO: 9.058 eV

```
! RIJCOSX wB97M-V def2-TZVPD def2/J DEFGRID3
* xyz -1 1
H 0.12 1.26 -0.31
O -1.10 -0.06 2.44
H 1.60 -2.20 -0.31
H 1.69 2.07 -0.21
H -1.49 0.32 -0.95
H 2.45 -0.31 0.71
H -1.66 0.09 1.35
H -2.82 0.79 0.22
O 0.88 1.25 1.54
O -2.29 0.05 0.17
H 0.09 -1.32 0.15
H -1.94 0.05 -2.35
C 0.96 -1.39 -0.37
H -1.47 -0.90 2.75
H 0.02 -0.61 -1.89
H 2.48 0.10 -0.98
O -1.16 0.51 -1.93
C 1.02 1.19 0.11
H 0.17 0.59 1.87
C 1.82 -0.12 -0.21
O 0.65 -1.35 -1.79
*
```

It is arrangement 2 that is the least stable of them.